(1)
{
  "formula": "C26H25NO7",
  "method": "wB97M-V/def2-TZVPD",
  "elements": ["O", "C", "O", "C", "C", "C", "C", "C", "N", "C", "O", "C", "O", "C", "C", "O", "C", "C", "C", "C", "C", "C", "C", "C", "C", "C", "C", "C", "C", "C", "C", "O", "C", "O", "H", "H", "H", "H", "H", "H", "H", "H", "H", "H", "H", "H", "H", "H", "H", "H", "H", "H", "H", "H", "H", "H", "H", "H", "H"],
  "positions_angstrom": [[2.14835, -2.22486, -3.75444], [2.47458, -3.17842, -3.09483], [3.38782, -3.10322, -2.12638], [1.95511, -4.57883, -3.30864], [1.57733, -5.31388, -2.02040], [0.20833, -4.91880, -1.46782], [0.12134, -3.45483, -1.03453], [-1.09913, -3.24624, -0.14229], [-1.35350, -1.87086, 0.21881], [-2.59539, -1.40400, 0.44151], [-3.66965, -1.93344, 0.21378], [-2.44901, -0.06537, 1.07760], [-3.56344, 0.59480, 1.39915], [-1.13883, 0.20630, 1.25022], [-0.44183, 1.35879, 1.83078], [0.77937, 1.39198, 1.87546], [-1.29783, 2.43163, 2.34412], [-0.75534, 3.53642, 2.87926], [-1.45408, 4.68109, 3.42360], [-2.84904, 4.77090, 3.45934], [-3.46822, 5.88490, 3.98986], [-2.71367, 6.93245, 4.49547], [-1.33026, 6.85896, 4.46736], [-0.70750, 5.74612, 3.93762], [-0.33892, -0.91860, 0.62773], [0.44638, -0.38021, -0.55175], [-0.21995, 0.31119, -1.55198], [0.44425, 0.83699, -2.65501], [1.79985, 0.62729, -2.72559], [2.46624, -0.08396, -1.72998], [1.82476, -0.58372, -0.62653], [3.79301, -0.21802, -2.08005], [3.92653, 0.45443, -3.32026], [2.68764, 1.01437, -3.68469], [3.71596, -2.18633, -2.03178], [2.76264, -5.12475, -3.80396], [1.10802, -4.52790, -3.99341], [1.56297, -6.38562, -2.22858], [2.34620, -5.12938, -1.26901], [0.00051, -5.55424, -0.60308], [-0.55966, -5.12241, -2.21657], [0.05864, -2.80256, -1.90609], [1.02302, -3.19290, -0.47974], [-2.00399, -3.59922, -0.64565], [-0.97242, -3.83673, 0.77672], [-4.30863, 0.02586, 1.12323], [-2.36159, 2.28605, 2.26476], [0.32764, 3.58392, 2.90941], [-3.44882, 3.96348, 3.06933], [-4.54688, 5.94044, 4.01062], [-3.20247, 7.80202, 4.90918], [-0.73810, 7.67255, 4.86011], [0.37152, 5.69115, 3.91696], [0.34824, -1.36697, 1.35295], [-1.28853, 0.44485, -1.47628], [-0.07805, 1.37571, -3.42669], [2.36401, -1.10582, 0.14655], [4.24544, -0.26459, -4.09144], [4.67904, 1.25206, -3.22407]],
  "forces_ev_per_angstrom": [[-0.036, 0.148, -0.188], [-0.193, 0.071, -0.418], [0.429, -0.167, 0.518], [0.074, -0.036, 0.268], [-0.196, -0.051, -0.099], [0.248, 0.145, 0.138], [-0.259, -0.191, 0.059], [0.011, -0.231, -0.156], [-0.122, 0.057, -0.006], [-0.090, -0.100, -0.023], [-0.161, 0.024, 0.050], [0.474, 0.084, 0.229], [-0.004, -0.081, -0.101], [-0.425, -0.385, -0.073], [0.241, 0.050, 0.040], [-0.224, -0.148, -0.016], [0.139, 0.680, 0.313], [0.099, -0.726, -0.347], [-0.297, 0.520, 0.249], [0.167, -0.010, -0.004], [-0.097, -0.010, -0.006], [0.071, 0.040, 0.019], [-0.072, 0.150, 0.072], [-0.070, -0.246, -0.117], [0.121, 0.326, 0.051], [0.090, 0.043, -0.183], [0.087, -0.166, 0.199], [0.369, 0.057, -0.222], [0.050, -0.334, 0.668], [-0.482, 0.351, -0.266], [0.156, 0.203, -0.259], [-0.228, -0.171, 0.544], [1.086, 0.031, -0.858], [-0.399, 0.093, -0.041], [-0.171, -0.047, -0.291], [-0.011, 0.030, -0.052], [0.087, 0.069, -0.028], [0.071, 0.002, 0.032], [0.014, -0.103, 0.024], [-0.084, -0.058, 0.002], [-0.092, -0.056, -0.003], [0.057, 0.092, -0.002], [0.092, 0.058, -0.037], [0.087, -0.034, 0.092], [-0.054, -0.015, -0.102], [0.147, 0.005, 0.004], [-0.144, 0.075, 0.033], [0.071, -0.049, -0.024], [-0.077, -0.087, -0.043], [-0.076, -0.005, -0.002], [-0.036, 0.065, 0.032], [0.046, 0.053, 0.025], [0.102, -0.026, -0.012], [-0.058, 0.020, 0.000], [-0.122, 0.044, 0.011], [-0.084, 0.074, -0.122], [0.066, -0.102, 0.145], [-0.150, 0.123, 0.220], [-0.236, -0.145, 0.063]],
  "nbo_charge": [-0.61, 0.80, -0.71, -0.52, -0.39, -0.39, -0.43, -0.20, -0.40, 0.61, -0.63, 0.29, -0.65, -0.20, 0.58, -0.57, -0.34, -0.11, -0.01, -0.20, -0.21, -0.20, -0.21, -0.20, -0.06, -0.03, -0.21, -0.25, 0.25, 0.30, -0.27, -0.52, 0.24, -0.47, 0.51, 0.24, 0.23, 0.21, 0.22, 0.20, 0.20, 0.22, 0.20, 0.23, 0.19, 0.51, 0.22, 0.22, 0.21, 0.21, 0.21, 0.22, 0.21, 0.22, 0.22, 0.23, 0.23, 0.17, 0.16],
  "energy_ev": -43190.77667,
  "gap_ev": 7.47,
  "lumo_energy_ev": -0.56,
  "e_homo_ha": -0.2949,
  "smiles": "O=C(O)CCCCCN1C(=O)C(O)=C(C(=O)/C=C/c2ccccc2)[C@@H]1c1ccc2c(c1)OCO2"
}


(2)
{
  "formula": "C26H26BCl4NO",
  "method": "wB97M-V/def2-TZVPD",
  "elements": ["Cl", "B", "Cl", "Cl", "O", "C", "C", "C", "C", "C", "Cl", "C", "C", "H", "H", "H", "H", "H", "C", "C", "C", "C", "C", "C", "N", "C", "C", "C", "C", "C", "C", "C", "C", "C", "C", "C", "C", "C", "H", "H", "H", "H", "H", "H", "H", "H", "H", "H", "H", "H", "H", "H", "H", "H", "H", "H", "H", "H", "H"],
  "positions_angstrom": [[2.91956, 1.30943, 2.88953], [1.42849, 0.33651, 3.37633], [1.86322, -1.47448, 3.51922], [0.76114, 1.04140, 4.93691], [0.36426, 0.41661, 2.31582], [-0.62653, -0.41396, 2.27530], [-1.85160, -0.19149, 2.98577], [-2.71446, -1.30237, 3.21039], [-3.65802, -1.25727, 4.22693], [-3.77042, -0.08614, 4.98876], [-4.73316, -0.11211, 6.40720], [-3.07063, 1.08297, 4.63556], [-2.14040, 1.04835, 3.61108], [-0.43942, -1.44513, 1.96037], [-2.60972, -2.20485, 2.60157], [-4.26415, -2.13818, 4.45502], [-3.21639, 1.99774, 5.20627], [-1.56945, 1.92950, 3.34292], [-2.88115, -3.34276, -1.30853], [-1.81718, -3.23479, -0.40676], [-1.10109, -2.04271, -0.32426], [-1.53971, -0.87671, -0.96837], [-0.81033, 0.37113, -0.85872], [0.52429, 0.47212, -1.18479], [1.04856, 1.54270, -1.88500], [0.11179, 2.45813, -2.54424], [0.75250, 3.71484, -3.15129], [2.04436, 3.44708, -3.91535], [2.98657, 2.65581, -3.01679], [2.32538, 1.34703, -2.57793], [1.50630, -0.56721, -0.75608], [1.56149, -1.84582, -1.33733], [2.47779, -2.78675, -0.86705], [3.37919, -2.43703, 0.14185], [3.35099, -1.15882, 0.69331], [2.42747, -0.23008, 0.23093], [-2.67936, -0.98330, -1.80509], [-3.30193, -2.20869, -2.01541], [-3.36572, -4.30949, -1.45739], [-1.51111, -4.08343, 0.20821], [-0.16609, -2.02119, 0.23990], [-1.41438, 1.27402, -0.78286], [-0.43445, 1.91561, -3.33722], [-0.63826, 2.78747, -1.81860], [0.02631, 4.20693, -3.80859], [0.97266, 4.41608, -2.33556], [1.84627, 2.88655, -4.83859], [2.50968, 4.39617, -4.20488], [3.92570, 2.43792, -3.54243], [3.25012, 3.25119, -2.12922], [3.04300, 0.82914, -1.93489], [2.15832, 0.70443, -3.46620], [0.86214, -2.09340, -2.14156], [2.48412, -3.79552, -1.29600], [4.11050, -3.16003, 0.50288], [4.02635, -0.87495, 1.49957], [2.41824, 0.78543, 0.62692], [-3.02073, -0.09265, -2.33944], [-4.12091, -2.29102, -2.73207]],
  "forces_ev_per_angstrom": [[-0.239, 0.184, 0.273], [0.919, -0.225, 0.191], [-0.147, 0.044, 0.358], [-0.164, -0.159, 0.124], [-1.819, -0.375, -0.376], [0.836, 0.363, 1.482], [-0.604, 0.338, -0.671], [0.264, 0.244, 0.063], [0.177, -0.076, -0.209], [0.583, 0.054, -0.520], [-0.149, 0.123, -0.053], [-0.133, -0.055, 0.021], [0.138, -0.651, 0.335], [0.054, 0.421, -0.197], [0.130, 0.256, 0.271], [0.204, 0.424, -0.031], [-0.056, -0.242, -0.122], [0.006, -0.118, 0.114], [-0.015, 0.050, 0.205], [0.033, 0.059, -0.489], [-0.444, -0.328, 0.348], [-0.452, -1.327, 0.402], [0.617, 1.023, -0.355], [-0.475, 0.252, -0.186], [0.271, 0.507, 0.550], [-0.211, 0.077, -0.176], [0.128, 0.068, 0.242], [0.111, 0.093, 0.135], [-0.179, -0.006, -0.059], [0.561, -0.035, -0.221], [0.385, -0.800, -0.813], [0.126, 0.253, -0.011], [-0.010, 0.060, -0.150], [-0.033, -0.049, 0.030], [0.066, -0.075, -0.194], [-0.178, 0.230, -0.189], [0.439, 0.198, 0.242], [0.090, -0.249, 0.253], [0.025, 0.344, 0.067], [-0.012, 0.107, -0.348], [-0.643, -0.084, -0.149], [0.026, -0.160, -0.741], [0.084, -0.077, 0.147], [0.200, -0.081, -0.178], [-0.031, -0.140, 0.200], [0.002, -0.064, -0.112], [-0.003, 0.014, 0.125], [-0.124, -0.110, -0.032], [-0.205, -0.114, 0.141], [-0.117, -0.128, -0.152], [-0.401, -0.009, -0.084], [0.095, 0.174, 0.171], [0.279, -0.008, 0.308], [0.068, 0.440, 0.156], [-0.227, 0.116, -0.085], [-0.124, -0.117, -0.287], [-0.012, -0.448, -0.158], [0.092, -0.273, 0.163], [0.202, 0.068, 0.235]],
  "nbo_charge": [-0.23, 0.39, -0.26, -0.23, -0.64, 0.56, -0.26, -0.07, -0.27, 0.04, 0.07, -0.28, 0.00, 0.20, 0.24, 0.24, 0.24, 0.24, -0.24, -0.21, -0.25, -0.05, -0.40, 0.30, -0.42, -0.21, -0.40, -0.40, -0.40, -0.22, -0.13, -0.21, -0.22, -0.21, -0.22, -0.15, -0.17, -0.23, 0.21, 0.21, 0.22, 0.21, 0.18, 0.21, 0.21, 0.20, 0.20, 0.21, 0.22, 0.21, 0.23, 0.17, 0.22, 0.22, 0.22, 0.24, 0.23, 0.20, 0.21],
  "energy_ev": -81689.62520,
  "gap_ev": 5.21,
  "e_above_lowest_kcal_mol": 0.0,
  "lumo_energy_ev": -2.05,
  "e_homo_ha": -0.2667
}


(3)
{
  "formula": "C26H26BaN4Te",
  "method": "wB97M-V/def2-TZVPD",
  "elements": ["Ba", "C", "N", "C", "C", "C", "C", "C", "C", "N", "C", "C", "C", "C", "C", "C", "N", "C", "C", "C", "C", "C", "N", "H", "H", "H", "H", "H", "H", "H", "H", "H", "H", "H", "H", "H", "H", "H", "H", "H", "H", "C", "Te", "C", "C", "C", "C", "C", "C", "C", "H", "H", "H", "H", "H", "H", "H", "H"],
  "positions_angstrom": [[-0.54091, -0.24203, 1.27906], [-0.78215, 3.06553, -0.29359], [-0.64069, 1.66895, -0.83027], [-1.72050, 1.26511, -1.71065], [-2.96789, 0.82705, -1.03962], [-4.11715, 1.52759, -1.36512], [-5.30665, 1.18219, -0.72422], [-5.32620, 0.18666, 0.26985], [-4.11589, -0.45387, 0.57290], [-2.97228, -0.11323, -0.03445], [0.62228, 1.63905, -1.60323], [1.73220, 1.61248, -0.63432], [2.89598, 2.33954, -0.98977], [3.97675, 2.27784, -0.11913], [3.90872, 1.60397, 1.08355], [2.75369, 0.94280, 1.33340], [1.67799, 0.90594, 0.51707], [-1.85905, 3.13197, 0.70470], [-2.82849, 4.12181, 0.72948], [-3.72008, 4.18716, 1.86937], [-3.59044, 3.28638, 2.89177], [-2.65931, 2.28286, 2.72914], [-1.81212, 2.18325, 1.67734], [-0.90846, 3.72347, -1.13111], [0.11323, 3.31407, 0.28620], [-1.30545, 0.37441, -2.31182], [-1.90941, 2.13687, -2.37117], [-4.00962, 2.26154, -2.17477], [-6.17738, 1.83078, -0.91209], [-6.19450, 0.00970, 0.87259], [-3.99556, -1.30834, 1.20652], [0.69568, 2.48778, -2.28300], [0.67287, 0.71487, -2.19916], [3.01959, 2.82955, -1.89184], [4.81508, 2.89274, -0.38015], [4.74342, 1.55937, 1.84629], [2.67916, 0.23372, 2.11491], [-3.08555, 4.76102, -0.16217], [-4.51080, 4.96295, 1.96323], [-4.27421, 3.18772, 3.75789], [-2.51884, 1.49340, 3.46238], [0.71850, -4.34583, -0.30304], [0.70757, -2.43000, -1.28041], [2.92039, -2.44101, -0.92381], [3.20690, -3.87282, -0.63488], [4.57530, -4.28530, -0.62791], [4.89769, -5.55511, -0.17381], [3.85382, -6.40311, 0.21880], [2.50971, -6.00872, 0.13537], [2.20045, -4.74201, -0.26052], [0.14301, -5.06813, -0.90402], [0.30480, -4.30427, 0.68533], [3.08493, -1.84038, -0.09752], [3.40675, -1.98775, -1.79964], [5.27894, -3.57502, -0.93501], [5.90185, -5.85181, -0.07443], [4.06691, -7.43934, 0.54275], [1.76537, -6.74401, 0.42681]],
  "forces_ev_per_angstrom": [[-0.447, -0.248, 0.178], [0.219, -1.724, -0.093], [0.980, 0.063, 0.302], [1.069, -0.914, -1.199], [-1.323, 0.086, 1.745], [0.044, -0.925, -0.375], [-0.315, 0.703, 0.666], [0.955, 0.607, -0.353], [0.048, 0.878, -1.530], [0.647, 0.573, -1.498], [-0.974, -0.876, 0.722], [2.493, 1.046, 0.035], [-0.364, -2.271, 2.714], [-0.159, 1.144, -0.370], [1.540, 0.174, 0.980], [-1.126, -0.978, -0.859], [0.457, 1.038, -1.125], [-1.481, 0.109, 1.216], [-1.951, 0.460, 0.518], [0.313, 1.008, -1.340], [-0.585, -0.954, 0.715], [1.375, -0.538, -1.035], [-0.368, 0.853, 0.669], [-0.117, 0.764, -0.336], [0.212, 0.021, -0.516], [-0.748, 1.362, 0.574], [-0.308, -0.765, -0.192], [-0.594, -0.173, 0.555], [0.227, -0.751, 0.073], [-0.401, -0.264, -0.095], [-0.457, -0.148, 0.726], [0.110, 0.073, -0.106], [-0.168, 0.237, 0.061], [-0.171, 1.005, -1.651], [0.621, -0.086, 0.023], [-1.032, 0.151, -1.238], [0.032, -0.282, 1.262], [0.828, -0.537, 1.165], [0.730, -0.584, -0.447], [0.535, 0.591, -0.651], [-0.307, 0.081, 0.141], [0.725, -0.249, -0.865], [0.811, -0.079, 0.155], [-1.608, -0.485, -1.987], [1.638, -0.228, -0.105], [-2.491, -0.683, 0.634], [-1.653, 0.445, 0.119], [-0.158, -0.665, -0.123], [1.542, -1.537, 0.638], [-1.115, 0.727, -0.356], [0.207, 0.404, 0.207], [-0.279, 0.116, 0.473], [0.369, 1.273, 1.657], [-0.136, -0.430, 0.217], [1.196, 0.750, -0.363], [1.061, -0.422, -0.066], [-0.034, 0.805, -0.158], [-0.112, 0.249, -0.112]],
  "lowdin_charge": [1.68, -0.10, -0.25, -0.16, -0.28, -0.01, -0.01, -0.01, -0.13, -0.07, -0.15, -0.28, 0.04, -0.01, -0.03, -0.16, -0.12, -0.30, 0.02, -0.01, -0.05, -0.14, -0.05, 0.13, 0.15, 0.15, 0.14, 0.13, 0.13, 0.11, 0.11, 0.14, 0.11, 0.11, 0.12, 0.15, 0.10, 0.14, 0.13, 0.14, 0.11, -0.42, 1.15, -0.35, -0.29, -0.01, -0.05, -0.05, -0.04, -0.31, 0.07, 0.04, 0.01, 0.08, 0.10, 0.10, 0.12, 0.13],
  "energy_ev": -41319.02109,
  "gap_ev": 7.80,
  "lumo_energy_ev": -5.55,
  "total_charge": 2,
  "e_homo_ha": -0.4906
}